Record 1
C42H107N5O14 | ωB97M-V/def2-TZVPD

Each line ends with the Löwdin charge.
Atoms and positions in Å:
C (-3.075, -3.049, 7.241)  -0.068
O (-3.382, -2.999, 5.820)  -0.245
C (-4.255, -4.022, 5.328)  -0.197
C (-4.231, -3.874, 3.800)  -0.201
N (-2.994, -4.381, 3.175)  -0.035
C (-3.068, -4.051, 1.767)  -0.197
C (-2.071, -4.854, 0.878)  -0.222
O (-1.773, -4.256, -0.323)  -0.234
C (-1.547, -5.108, -1.386)  -0.082
H (-2.294, -3.777, 7.461)  0.089
H (-4.034, -3.306, 7.692)  0.081
H (-2.810, -2.053, 7.596)  0.080
H (-5.230, -4.073, 5.813)  0.119
H (-3.685, -4.910, 5.601)  0.122
H (-4.459, -2.852, 3.500)  0.110
H (-4.962, -4.617, 3.481)  0.116
H (-2.246, -3.951, 3.700)  0.073
H (-3.055, -3.004, 1.461)  0.110
H (-3.983, -4.501, 1.382)  0.117
H (-2.330, -5.910, 0.809)  0.125
H (-1.135, -4.887, 1.436)  0.120
H (-0.832, -5.841, -1.014)  0.096
H (-1.229, -4.538, -2.259)  0.095
H (-2.482, -5.586, -1.682)  0.097
C (3.871, 0.763, 0.864)  -0.091
O (4.507, 0.826, 2.153)  -0.192
C (5.718, 0.098, 2.405)  -0.204
C (6.991, 0.825, 1.932)  -0.223
N (7.327, 0.776, 0.513)  -0.009
C (7.789, -0.638, 0.175)  -0.195
C (8.701, -0.567, -0.951)  -0.324
O (9.740, 0.306, -0.622)  -0.158
C (10.672, 0.144, -1.686)  -0.115
H (4.156, 1.644, 0.289)  0.087
H (2.796, 0.580, 0.859)  0.048
H (4.141, -0.219, 0.476)  0.084
H (5.743, -0.882, 1.928)  0.099
H (5.704, -0.256, 3.436)  0.119
H (7.850, 0.552, 2.545)  0.107
H (6.857, 1.852, 2.271)  0.114
H (7.913, 1.517, 0.157)  0.104
H (7.059, -1.414, -0.055)  0.117
H (8.447, -1.154, 0.874)  0.123
H (8.258, -0.206, -1.879)  0.124
H (9.047, -1.552, -1.264)  0.122
H (10.316, 0.582, -2.619)  0.087
H (10.945, -0.892, -1.886)  0.087
H (11.591, 0.707, -1.521)  0.087
C (-6.948, 6.516, 2.257)  -0.092
O (-5.510, 6.296, 2.174)  -0.209
C (-5.182, 5.189, 1.274)  -0.195
C (-3.833, 4.435, 1.281)  -0.204
N (-3.752, 3.505, 0.159)  -0.046
C (-4.964, 2.621, 0.013)  -0.165
C (-5.126, 1.715, 1.324)  -0.209
O (-3.876, 1.050, 1.384)  -0.199
C (-3.615, 0.430, 2.672)  -0.069
H (-7.278, 5.771, 2.981)  0.078
H (-7.407, 6.264, 1.301)  0.080
H (-7.273, 7.478, 2.655)  0.083
H (-5.375, 5.455, 0.234)  0.124
H (-5.935, 4.483, 1.626)  0.091
H (-3.593, 4.053, 2.273)  0.089
H (-3.067, 5.168, 1.028)  0.116
H (-3.030, 2.805, 0.256)  0.080
H (-4.857, 1.947, -0.837)  0.102
H (-5.910, 3.096, -0.246)  0.099
H (-5.986, 1.083, 1.105)  0.112
H (-5.410, 2.281, 2.211)  0.106
H (-3.464, -0.649, 2.650)  0.071
H (-4.387, 0.577, 3.426)  0.085
H (-2.838, 1.002, 3.180)  0.055
C (-2.572, 1.825, 6.942)  -0.076
O (-1.831, 1.938, 5.733)  -0.247
C (-1.019, 3.054, 5.372)  -0.157
C (-1.442, 3.499, 3.936)  -0.227
N (-0.418, 3.797, 3.001)  -0.054
C (0.207, 2.612, 2.414)  -0.178
C (1.228, 3.143, 1.427)  -0.231
O (2.086, 4.007, 2.141)  -0.195
C (2.430, 5.203, 1.470)  -0.096
H (-2.720, 2.805, 7.395)  0.085
H (-1.915, 1.251, 7.595)  0.079
H (-3.427, 1.256, 6.575)  0.089
H (-0.031, 2.615, 5.236)  0.109
H (-1.072, 3.947, 5.995)  0.121
H (-2.157, 4.320, 3.880)  0.103
H (-2.160, 2.792, 3.519)  0.081
H (0.354, 4.369, 3.313)  0.109
H (-0.595, 2.073, 1.909)  0.116
H (0.759, 2.037, 3.157)  0.101
H (0.784, 3.667, 0.581)  0.118
H (1.675, 2.306, 0.890)  0.085
H (1.543, 5.778, 1.205)  0.092
H (2.919, 4.947, 0.530)  0.080
H (3.222, 5.677, 2.049)  0.092
C (0.748, -4.174, -8.854)  -0.093
O (0.385, -3.530, -7.625)  -0.220
C (1.429, -2.825, -6.960)  -0.195
C (1.067, -2.523, -5.438)  -0.184
N (2.036, -1.695, -4.779)  -0.063
C (2.903, -2.347, -3.898)  -0.234
C (3.954, -1.382, -3.262)  -0.163
O (3.237, -0.548, -2.287)  -0.195
C (3.522, 0.805, -2.579)  -0.135
H (1.514, -4.913, -8.616)  0.084
H (1.112, -3.282, -9.363)  0.078
H (-0.005, -4.499, -9.572)  0.083
H (1.628, -1.851, -7.407)  0.113
H (2.343, -3.419, -6.947)  0.109
H (0.935, -3.511, -4.996)  0.113
H (0.094, -2.034, -5.387)  0.097
H (1.564, -0.948, -4.288)  0.090
H (3.517, -3.179, -4.242)  0.117
H (2.340, -2.822, -3.094)  0.115
H (4.512, -0.814, -4.007)  0.114
H (4.792, -1.915, -2.812)  0.108
H (4.587, 0.993, -2.448)  0.092
H (3.025, 1.458, -1.861)  0.073
H (3.143, 1.168, -3.534)  0.070
C (0.019, -0.724, 4.573)  -0.058
C (0.124, -1.998, 3.755)  -0.416
C (1.620, -2.215, 3.384)  -0.028
O (-0.442, -3.048, 4.597)  -0.077
H (0.647, -0.753, 5.464)  0.091
H (-0.976, -0.506, 4.960)  0.070
H (0.398, 0.215, 4.170)  0.060
H (-0.507, -2.057, 2.868)  0.115
H (1.905, -3.229, 3.663)  0.079
H (2.175, -1.614, 4.104)  0.069
H (1.924, -1.940, 2.374)  0.055
H (-1.087, -2.589, 5.140)  0.043
C (0.494, -1.115, 0.187)  -0.034
C (-0.952, -0.657, -0.157)  -0.427
C (-0.873, 0.486, -1.168)  -0.054
O (-1.641, -1.638, -0.925)  -0.053
H (0.632, -0.538, 1.102)  0.054
H (1.237, -0.829, -0.558)  0.067
H (0.622, -2.165, 0.449)  0.079
H (-1.380, -0.260, 0.763)  0.113
H (-0.258, 1.244, -0.683)  0.071
H (-1.867, 0.857, -1.417)  0.072
H (-0.444, 0.411, -2.167)  0.056
H (-1.723, -2.509, -0.529)  0.034
C (-3.199, -0.242, -4.394)  -0.069
C (-3.468, -1.669, -4.816)  -0.454
C (-3.318, -1.778, -6.375)  -0.024
O (-2.724, -2.485, -3.937)  -0.038
H (-3.411, -0.010, -3.350)  0.075
H (-3.578, 0.616, -4.950)  0.086
H (-2.129, -0.033, -4.421)  0.047
H (-4.513, -1.759, -4.519)  0.125
H (-2.265, -1.862, -6.644)  0.068
H (-3.711, -0.944, -6.956)  0.073
H (-3.841, -2.624, -6.821)  0.068
H (-2.648, -2.031, -3.095)  0.055
C (-0.170, 2.606, -6.353)  -0.031
C (0.646, 1.817, -5.256)  -0.506
C (0.388, 2.447, -3.958)  -0.057
O (0.267, 0.468, -5.245)  -0.058
H (0.408, 3.491, -6.619)  0.074
H (-1.199, 2.690, -6.005)  0.077
H (-0.215, 2.087, -7.310)  0.067
H (1.723, 1.729, -5.403)  0.135
H (0.552, 3.517, -3.827)  0.102
H (1.226, 1.935, -3.484)  0.056
H (-0.588, 2.096, -3.624)  0.083
H (-0.479, 0.410, -4.644)  0.041

Calculated values
Total charge = 0
Energy above the lowest of the compared OMol25 structures with the same formula, charge and spin = 184.64 kcal per mole
SMILES = COCCNCCOC.COCCNCCOC.COCCNCCOC.COCCNCCOC.COCCNCCOC.CC(C)O.CC(C)O.CC(C)O.CC(C)O

***

Record 2
C42H107NO12 | ωB97M-V/def2-TZVPD

Each line ends with the Löwdin charge.
Atoms and positions in Å:
C (0.436, 2.554, 19.700)  -0.028
C (-0.833, 1.833, 20.131)  -0.509
C (-0.432, 0.781, 21.157)  -0.042
C (-1.751, 2.844, 20.843)  -0.147
C (-2.354, 3.794, 19.860)  -0.196
C (-3.176, 3.098, 18.761)  -0.128
C (-2.431, 1.906, 18.085)  -0.489
C (-3.542, 1.001, 17.561)  -0.034
C (-1.584, 2.447, 16.942)  -0.020
N (-1.649, 1.159, 19.101)  -0.077
O (-0.985, 0.058, 18.530)  -0.028
H (1.043, 3.007, 20.482)  0.090
H (1.134, 1.880, 19.186)  0.090
H (0.249, 3.272, 18.900)  0.060
H (0.161, 0.009, 20.660)  0.074
H (0.247, 1.221, 21.890)  0.086
H (-1.272, 0.316, 21.676)  0.081
H (-2.595, 2.320, 21.311)  0.118
H (-1.288, 3.404, 21.657)  0.126
H (-2.911, 4.616, 20.315)  0.115
H (-1.598, 4.302, 19.247)  0.102
H (-3.427, 3.847, 18.009)  0.119
H (-4.136, 2.810, 19.203)  0.109
H (-4.248, 0.712, 18.340)  0.065
H (-3.150, 0.059, 17.169)  0.062
H (-4.164, 1.463, 16.792)  0.094
H (-2.258, 2.709, 16.121)  0.088
H (-1.008, 1.653, 16.458)  0.077
H (-0.947, 3.280, 17.225)  0.072
H (-1.446, -0.690, 18.928)  0.063
C (1.231, -2.043, 17.137)  -0.051
C (0.873, -1.288, 15.877)  -0.503
C (2.101, -0.768, 15.133)  -0.053
O (0.099, -2.033, 14.931)  -0.046
H (1.748, -2.979, 16.915)  0.083
H (0.310, -2.284, 17.677)  0.054
H (1.854, -1.467, 17.822)  0.082
H (0.244, -0.443, 16.189)  0.110
H (1.816, -0.126, 14.300)  0.075
H (2.631, -1.623, 14.710)  0.082
H (2.756, -0.226, 15.816)  0.075
H (-0.634, -2.328, 15.497)  0.053
C (-2.710, -9.483, 17.572)  -0.031
C (-1.776, -8.307, 17.313)  -0.463
C (-2.375, -7.232, 16.419)  -0.037
O (-1.248, -7.743, 18.515)  -0.096
H (-2.217, -10.354, 18.005)  0.080
H (-3.358, -9.795, 16.757)  0.084
H (-3.335, -9.104, 18.389)  0.049
H (-0.882, -8.730, 16.844)  0.132
H (-2.754, -7.671, 15.493)  0.086
H (-1.601, -6.533, 16.097)  0.084
H (-3.177, -6.655, 16.878)  0.059
H (-1.942, -7.595, 19.199)  0.060
C (-4.106, -2.205, 25.788)  -0.044
C (-2.829, -2.279, 24.936)  -0.483
C (-1.678, -2.763, 25.809)  -0.051
O (-2.994, -3.187, 23.846)  -0.083
H (-4.864, -1.638, 25.243)  0.070
H (-3.955, -1.781, 26.780)  0.078
H (-4.495, -3.211, 25.957)  0.081
H (-2.514, -1.313, 24.529)  0.135
H (-0.813, -2.936, 25.164)  0.064
H (-1.961, -3.695, 26.298)  0.070
H (-1.448, -1.968, 26.516)  0.085
H (-3.643, -2.707, 23.290)  0.046
C (0.220, -4.558, 20.736)  -0.030
C (-1.134, -4.398, 20.052)  -0.444
C (-1.663, -2.992, 20.187)  -0.031
O (-1.022, -4.769, 18.672)  -0.055
H (0.985, -3.849, 20.414)  0.071
H (0.637, -5.562, 20.655)  0.064
H (0.070, -4.384, 21.808)  0.069
H (-1.853, -5.082, 20.515)  0.123
H (-2.612, -2.823, 19.672)  0.064
H (-0.964, -2.281, 19.736)  0.062
H (-1.822, -2.761, 21.240)  0.078
H (-1.028, -5.740, 18.652)  0.059
C (-5.279, -7.105, 19.527)  -0.035
C (-4.578, -7.840, 20.654)  -0.450
C (-4.917, -9.330, 20.782)  -0.044
O (-3.158, -7.640, 20.499)  -0.092
H (-5.166, -6.026, 19.669)  0.059
H (-6.353, -7.291, 19.512)  0.085
H (-4.782, -7.315, 18.580)  0.069
H (-4.861, -7.423, 21.624)  0.127
H (-4.106, -10.008, 20.514)  0.074
H (-5.799, -9.586, 20.196)  0.077
H (-5.047, -9.562, 21.842)  0.072
H (-2.895, -7.249, 21.356)  0.050
C (-4.021, -2.145, 15.358)  -0.058
C (-3.548, -2.970, 16.538)  -0.483
C (-4.588, -4.029, 16.911)  -0.056
O (-2.348, -3.666, 16.179)  -0.059
H (-3.237, -1.438, 15.071)  0.076
H (-4.934, -1.588, 15.562)  0.080
H (-4.151, -2.751, 14.460)  0.089
H (-3.359, -2.316, 17.397)  0.113
H (-4.667, -4.723, 16.069)  0.084
H (-5.581, -3.564, 16.888)  0.079
H (-4.404, -4.604, 17.816)  0.053
H (-1.906, -3.890, 17.013)  0.053
C (1.580, -8.418, 20.532)  -0.057
C (2.200, -8.889, 19.219)  -0.475
C (1.761, -10.307, 18.792)  -0.047
O (1.882, -7.940, 18.218)  -0.054
H (1.996, -9.066, 21.311)  0.085
H (0.493, -8.413, 20.623)  0.065
H (1.910, -7.396, 20.727)  0.056
H (3.278, -8.958, 19.369)  0.128
H (1.904, -10.460, 17.721)  0.077
H (0.678, -10.406, 18.929)  0.068
H (2.240, -11.131, 19.321)  0.074
H (0.921, -7.895, 18.146)  0.056
C (-5.972, -0.698, 20.772)  -0.045
C (-5.467, -1.844, 21.695)  -0.408
C (-5.459, -3.181, 20.962)  -0.050
O (-4.066, -1.514, 21.966)  -0.093
H (-5.496, -0.731, 19.792)  0.068
H (-5.827, 0.299, 21.190)  0.084
H (-7.026, -0.947, 20.617)  0.087
H (-6.045, -1.853, 22.621)  0.135
H (-5.236, -3.957, 21.701)  0.079
H (-4.800, -3.251, 20.099)  0.062
H (-6.430, -3.524, 20.588)  0.087
H (-3.982, -0.658, 21.548)  0.069
C (4.053, -4.330, 18.567)  -0.056
C (4.865, -5.259, 19.478)  -0.477
C (4.482, -5.062, 20.939)  -0.061
O (4.714, -6.643, 19.164)  -0.055
H (4.368, -4.391, 17.521)  0.081
H (4.299, -3.288, 18.785)  0.080
H (2.985, -4.536, 18.638)  0.071
H (5.938, -5.052, 19.418)  0.132
H (4.720, -4.080, 21.349)  0.060
H (5.063, -5.780, 21.521)  0.086
H (3.411, -5.199, 21.106)  0.054
H (3.910, -6.703, 18.627)  0.061
C (1.784, -1.911, 22.788)  -0.048
C (2.731, -2.738, 23.657)  -0.476
C (2.401, -4.193, 23.951)  -0.044
O (4.093, -2.698, 23.186)  -0.067
H (1.948, -2.171, 21.743)  0.076
H (1.823, -0.851, 23.038)  0.076
H (0.768, -2.178, 23.098)  0.070
H (2.773, -2.244, 24.640)  0.127
H (2.327, -4.712, 22.991)  0.057
H (1.396, -4.271, 24.375)  0.059
H (3.108, -4.700, 24.599)  0.087
H (4.169, -1.799, 22.843)  0.085
C (-0.773, -6.984, 23.828)  -0.038
C (-2.297, -7.037, 23.792)  -0.453
C (-2.903, -6.666, 25.124)  -0.041
O (-2.750, -6.145, 22.759)  -0.086
H (-0.339, -7.367, 22.906)  0.070
H (-0.338, -7.529, 24.673)  0.086
H (-0.374, -5.988, 24.043)  0.067
H (-2.577, -8.043, 23.472)  0.138
H (-2.644, -7.358, 25.925)  0.087
H (-3.978, -6.530, 25.007)  0.088
H (-2.452, -5.733, 25.475)  0.063
H (-2.778, -5.239, 23.096)  0.071

Calculated values
Total charge = 0
Energy above the lowest of the compared OMol25 structures with the same formula, charge and spin = 28.67 kcal per mole
SMILES = CC1(C)CCCC(C)(C)N1O.CC(C)O.CC(C)O.CC(C)O.CC(C)O.CC(C)O.CC(C)O.CC(C)O.CC(C)O.CC(C)O.CC(C)O.CC(C)O

***

Strongest force on any atom, respectively: 3.60; 2.58 eV/Å.
HOMO-LUMO gap, respectively: 8.93; 9.01 eV.
Electronic energy, respectively: -2991.05170; -2622.00357 Eh.